104
Properties=species:S:1:pos:R:3:forces:R:3 method="wB97M-V/def2-TZVPD" e_homo_ev="-8.8 / -10.4" multiplicity=5 lumo_energy_ev="-3.10 / -4.51" s2=6.1114 e_above_lowest_kcal_mol=23.74 charge=+1 homo_lumo_gap_ha="0.2100 / 0.2161"
Ru -0.481 0.801 -0.480 0.16 -0.42 1.16
F 1.151 4.132 3.157 -0.18 -0.09 -0.48
F -0.798 4.685 2.409 -0.79 1.21 -0.14
F -0.582 3.062 3.814 -0.16 0.09 -0.12
O 0.842 3.034 0.660 1.25 0.11 -1.82
O 1.104 0.467 2.564 -0.46 0.68 0.39
N -1.535 2.364 -0.979 -0.14 -0.11 -0.32
N 0.310 -1.436 0.440 -0.46 -0.47 -0.31
N -0.328 0.331 -2.374 -0.37 -0.31 -1.00
N -0.709 1.501 1.532 -0.19 -0.16 0.46
N 1.480 -0.603 0.364 -0.09 -0.64 0.01
N 2.460 -2.784 1.873 0.68 -1.33 -0.22
N 4.776 -7.079 6.583 0.21 -0.26 0.35
C -6.582 2.834 0.735 0.47 0.21 -0.62
C -0.556 -3.379 -2.489 -0.60 -0.47 -0.17
C -0.046 3.685 2.759 0.86 -0.94 0.37
C -0.255 -0.962 -4.282 -0.22 0.89 0.10
C -1.590 -5.068 -3.891 1.02 0.50 1.08
C 5.403 0.229 2.979 0.57 -0.58 -0.12
C 0.395 4.448 -6.295 0.91 -0.57 0.64
C -2.118 1.656 1.851 -0.53 1.04 0.04
C 2.648 -5.095 4.744 0.98 -0.71 -0.04
C 0.434 3.664 -5.141 -1.35 -0.24 -0.60
C 1.852 -0.483 1.830 -0.59 0.08 0.29
C 4.247 -4.311 2.608 -0.07 0.56 0.28
C -0.806 4.872 -6.816 -0.16 -0.03 0.09
C -2.297 3.127 -0.122 0.25 0.06 -1.68
C -2.858 2.550 1.085 0.06 -0.25 0.67
C 4.843 1.588 1.023 1.38 0.38 0.32
C -0.557 -2.020 -1.960 0.61 1.05 0.92
C 5.763 1.153 2.016 0.68 1.57 -0.80
C 2.937 -3.833 2.705 0.60 -0.09 -0.07
C -4.624 3.565 2.570 -0.26 0.23 -0.37
C -0.400 1.148 -3.465 -0.03 0.29 1.40
C -0.809 2.471 -3.313 0.55 0.05 -2.88
C 0.093 2.752 1.499 -1.11 -0.26 2.91
C 3.245 0.060 1.910 0.71 -0.65 0.62
C 4.731 -5.176 3.595 1.41 0.63 -1.48
C -2.030 4.264 -2.054 0.15 -0.01 -0.11
C -0.971 -2.828 1.615 0.48 0.20 -0.30
C 4.467 -6.398 5.716 -0.09 0.29 -0.46
C 0.179 -2.067 1.625 -0.58 -0.39 0.42
C 2.541 -1.483 -0.165 0.21 -0.62 0.02
C -5.238 2.524 0.479 -0.30 -0.14 -0.59
C -2.008 4.553 -6.199 -0.15 0.17 -0.43
C -0.506 -5.897 -3.607 -0.61 -0.64 0.06
C 4.175 -0.385 2.858 -1.41 0.13 -0.63
C 3.983 -5.557 4.655 -1.62 -0.06 1.05
C -0.810 3.331 -4.562 1.25 -0.83 1.30
C -0.297 0.358 -4.655 -0.01 -0.90 -0.58
C -0.239 0.617 2.562 0.64 -0.47 0.36
C -0.350 -0.961 -2.815 0.22 -0.34 -0.35
C 1.455 -1.888 2.375 0.22 1.17 -0.11
C -2.017 3.768 -5.062 -0.49 0.30 0.01
C -1.397 3.027 -2.202 -0.47 0.29 2.69
C -1.492 -2.747 0.323 0.56 0.92 -1.52
C -2.601 4.329 -0.795 -0.26 -0.72 0.44
C -5.939 3.965 2.760 -0.09 -0.27 0.01
C -1.204 0.256 3.460 -0.57 0.64 -1.01
C 0.514 -5.512 -2.748 -0.09 0.58 -0.73
C -2.406 0.899 3.004 0.54 0.01 -0.17
C -1.620 -3.811 -3.272 0.56 -0.70 -1.00
C -0.674 -1.897 -0.468 -0.14 -0.36 -0.21
C -6.927 3.613 1.841 0.98 -0.71 -0.39
C 0.507 -4.224 -2.228 0.02 -0.85 0.27
C 2.132 -4.311 3.753 -0.45 0.79 -0.46
C 3.580 1.060 1.021 0.61 0.11 0.51
C -4.272 2.886 1.391 0.77 0.17 1.07
C 2.943 -2.537 0.595 -1.09 1.40 -0.37
H 5.104 2.363 0.257 -0.07 -0.84 0.99
H 3.647 -3.206 0.181 0.68 -0.67 -0.11
H -2.924 4.917 -6.646 -0.07 -0.08 0.11
H 1.344 4.669 -6.770 -0.18 0.17 -0.17
H 2.090 -5.403 5.604 -0.48 -0.03 0.15
H -3.373 0.894 3.473 -0.08 -0.19 0.02
H 1.360 3.215 -4.787 -0.19 0.30 0.14
H -2.346 -5.403 -4.566 -0.48 -0.03 -0.21
H -1.366 -3.380 2.425 -0.22 -0.50 0.57
H -1.125 -0.377 4.342 0.20 0.18 -0.43
H 6.096 -0.117 3.759 -0.25 0.35 -0.47
H -0.259 -1.842 -4.920 0.07 0.29 0.22
H -3.274 5.080 -0.445 -0.09 0.37 0.25
H -4.861 2.034 -0.447 -0.80 0.26 0.69
H 1.099 -3.981 3.785 0.05 -0.17 0.20
H -7.312 2.535 -0.016 -0.05 0.13 0.33
H 2.932 -1.214 -1.147 -0.10 -0.36 0.40
H -0.803 5.430 -7.727 -0.09 0.36 -0.36
H 5.781 -5.449 3.542 -0.15 -0.16 0.00
H -2.379 -3.107 -3.515 -0.71 0.38 -0.03
H 4.956 -3.869 1.898 -0.38 -0.38 0.16
H -7.936 3.921 1.961 -0.68 0.20 0.22
H 6.769 1.632 2.030 -0.90 -0.55 0.07
H -2.073 4.993 -2.827 -0.10 0.51 -0.23
H -2.949 3.515 -4.534 0.49 0.07 -0.45
H 1.362 -6.166 -2.637 0.10 -0.12 0.37
H 2.884 1.466 0.352 -1.01 0.27 -0.91
H 1.370 -1.930 3.464 0.22 0.18 -0.30
H -0.513 -6.914 -3.993 0.16 0.21 -0.15
H -0.359 0.786 -5.654 0.14 -0.29 0.28
H 3.882 -1.233 3.446 0.12 -0.16 0.61
H -2.307 -3.272 -0.168 0.06 0.01 0.54
H -6.178 4.530 3.653 -0.12 0.06 -0.11
H 1.302 -3.912 -1.577 0.29 0.25 0.13
H -3.898 3.896 3.304 0.23 -0.26 -0.17


101
Properties=species:S:1:pos:R:3:forces:R:3 method="wB97M-V/def2-TZVPD" e_homo_ev="-12.2 / -13.6" multiplicity=5 lumo_energy_ev="-7.19 / -8.80" s2=6.2141 charge=+2 homo_lumo_gap_ha="0.1848 / 0.1757"
Pd -0.704 0.092 0.809 -0.44 -0.92 0.71
O -2.922 2.367 -5.816 -0.21 0.13 -0.27
O -1.952 0.543 -6.469 -0.08 -0.19 -0.32
N -0.408 -0.017 2.800 -0.80 -0.80 -0.07
N -2.139 1.448 -5.679 -0.21 0.07 0.08
N -1.455 -1.795 0.848 0.49 0.63 -1.18
N 1.260 -0.233 -0.375 0.19 0.79 -0.49
N -1.699 1.288 -1.244 0.84 0.53 -1.11
N -1.654 -0.062 -1.136 -0.68 0.17 0.53
N 0.221 2.087 0.750 -0.48 -0.12 -0.29
C 4.470 1.622 4.640 0.16 0.09 0.11
C -1.680 2.219 -3.397 0.10 -0.22 -0.50
C -0.053 4.777 -3.285 0.04 -0.03 0.33
C 0.252 2.838 -1.682 -0.05 -0.37 -0.54
C -1.798 -3.190 4.328 -0.10 -0.33 0.30
C 0.182 -5.554 -2.597 0.04 -0.11 -0.09
C 2.309 -2.096 -1.496 0.04 -0.03 -0.20
C 0.774 3.931 -2.557 0.07 0.17 -0.27
C -1.763 -2.543 1.947 0.30 0.43 2.09
C 3.305 1.344 3.954 -0.22 0.19 -0.10
C -2.960 -3.123 5.093 0.16 0.12 -0.19
C 2.008 -1.640 -2.750 0.25 -0.06 0.07
C -3.257 2.991 -1.754 -0.02 -0.31 0.57
C 1.834 -1.456 -0.334 0.32 -0.33 -0.16
C 0.982 0.227 -1.558 0.75 -1.25 -0.04
C 1.431 3.872 1.561 -0.01 0.47 -0.73
C 0.499 5.715 -4.140 0.18 0.12 -0.14
C -0.439 -0.793 -3.324 -0.26 -0.05 -0.18
C -0.834 -1.013 3.632 1.06 1.73 -0.21
C -0.309 0.405 -4.327 0.10 0.09 -0.30
C -1.386 1.420 -4.470 0.51 0.41 1.00
C 2.451 3.528 4.508 -0.15 -0.17 0.03
C -1.211 -4.823 -4.408 0.00 -0.06 -0.09
C -0.862 1.938 -2.190 0.26 -0.60 0.11
C 0.484 0.318 4.873 -0.29 -0.56 0.34
C -1.652 -2.586 -0.246 0.05 0.57 0.94
C 3.613 3.790 5.211 0.11 0.04 0.02
C 2.710 4.985 -3.531 0.02 0.03 -0.05
C 1.076 -0.520 -2.836 -0.10 0.05 0.69
C -2.800 3.022 -3.078 -0.03 -0.07 -0.49
C 1.128 4.140 0.266 0.41 0.34 1.03
C 0.873 2.586 1.860 -0.03 -0.19 -0.29
C -2.152 -3.865 0.183 -0.32 -0.22 0.92
C 1.114 1.917 3.065 -0.46 -0.71 0.14
C 0.969 0.839 -3.604 0.12 0.29 -0.44
C 2.161 4.047 -2.680 -0.29 -0.06 -0.03
C 1.877 5.813 -4.274 -0.13 -0.01 0.04
C -2.814 2.018 -0.884 -0.98 0.30 0.09
C -0.162 -4.429 -1.879 -0.12 0.29 -0.15
C -1.510 -2.186 3.275 -0.81 -1.20 -1.91
C 2.285 2.301 3.871 0.43 0.09 0.29
C -1.250 -0.938 -2.050 -0.04 -0.43 -0.25
C -2.242 -3.829 1.535 -0.11 -0.37 -0.83
C -1.154 -5.186 5.515 -0.01 -0.08 0.09
C 0.425 0.781 3.519 0.41 0.75 -0.11
C -0.316 -0.775 4.951 0.33 0.37 0.05
C 0.454 2.988 -0.242 -0.30 -0.75 0.58
C 4.628 2.846 5.273 -0.10 -0.06 -0.06
C -1.347 -2.293 -1.592 0.08 0.48 -0.08
C -1.560 -3.690 -3.697 -0.09 0.00 0.35
C -1.033 -3.465 -2.416 0.16 -0.50 -0.26
C -2.317 -5.122 6.266 -0.01 0.15 -0.10
C -0.336 -5.756 -3.868 -0.01 0.14 0.12
C -3.219 -4.090 6.049 0.03 -0.08 0.09
C -0.895 -4.233 4.546 -0.12 0.29 -0.10
C 0.544 1.428 -2.251 -0.73 0.96 0.53
H -2.520 -5.870 7.016 -0.03 -0.08 0.08
H 1.968 4.490 2.253 0.11 0.10 0.04
H 2.382 -2.114 -3.642 0.09 -0.18 -0.09
H 0.269 -4.265 -0.901 0.04 -0.01 0.07
H 5.535 3.063 5.815 0.08 0.02 0.04
H 3.783 5.062 -3.628 0.05 0.04 0.00
H -1.630 -4.985 -5.390 -0.06 0.00 -0.06
H -1.125 4.726 -3.164 0.03 0.04 -0.04
H 2.794 3.396 -2.092 0.14 -0.09 -0.02
H 1.653 4.254 4.494 -0.09 0.13 -0.01
H 1.803 1.275 -4.137 0.09 0.13 -0.06
H 0.858 -6.276 -2.165 0.07 -0.07 0.02
H 1.374 5.023 -0.291 0.02 0.07 -0.12
H -0.064 -6.635 -4.428 0.01 -0.11 -0.09
H -2.285 -3.003 -4.110 -0.02 0.10 -0.07
H 5.259 0.887 4.676 0.06 -0.07 0.03
H -2.574 -4.598 2.203 -0.12 -0.15 0.12
H 2.936 -2.963 -1.371 0.07 -0.17 -0.02
H 0.011 -4.286 3.960 0.11 -0.03 -0.07
H 2.302 6.537 -4.950 0.05 0.09 -0.08
H -0.153 6.365 -4.704 0.01 0.06 -0.04
H -3.340 1.721 0.016 0.08 0.05 -0.05
H 1.039 0.785 5.660 0.13 0.11 0.17
H -4.127 -4.036 6.628 -0.09 0.00 0.06
H 2.012 -1.859 0.654 0.00 -0.07 -0.03
H 3.732 4.739 5.710 -0.02 0.10 0.08
H 3.187 0.396 3.447 -0.01 -0.08 -0.03
H -0.097 -0.010 -5.315 0.03 -0.04 0.23
H -0.518 -1.732 -3.866 0.12 0.26 0.10
H -0.443 -5.979 5.684 0.06 -0.10 0.01
H -4.098 3.604 -1.469 -0.06 0.01 0.10
H -2.425 -4.666 -0.474 -0.06 -0.12 -0.10
H -3.664 -2.321 4.928 -0.10 0.09 -0.01
H -3.378 3.499 -3.855 0.00 0.02 0.06
H -0.528 -1.392 5.801 -0.02 -0.08 0.19


The highest charge belongs to which entry? C56H35N7O2Pd